Version A
# C3H4N2O

One molecule with the formula C3H4N2O (ωB97M-V with the def2-TZVPD basis set, the Open Molecules 2025 dataset).

Properties
- HOMO (eV) = -8.983
- frontier orbital gap (hartree) = 0.3515
- spin multiplicity = 1
- net charge = 0

Each line ends with the Mulliken charge.
Atoms and positions in Å:
O  -0.361  2.123  -0.304  -0.45
N  -0.210  0.746  -0.179  0.13
C  1.126  -0.262  0.394  -0.38
C  0.526  -1.459  0.192  -0.35
N  -0.778  -1.406  -0.250  -0.59
C  -1.073  -0.192  -0.485  0.04
H  0.070  2.704  0.337  0.35
H  1.916  0.240  0.942  0.34
H  0.861  -2.402  0.280  0.51
H  -2.078  -0.092  -0.926  0.39

Version B
# C3H4N2O

One molecule with the formula C3H4N2O (ωB97M-V with the def2-TZVPD basis set, the Open Molecules 2025 dataset).

Properties
- HOMO (eV) = -8.904
- frontier orbital gap (hartree) = 0.3437
- spin multiplicity = 1
- net charge = 0

Each line ends with the Mulliken charge.
Atoms and positions in Å:
N  1.615  -0.069  -0.187  -0.26
C  0.473  0.395  -0.604  -0.30
C  -0.378  1.158  0.283  0.04
N  -1.339  0.393  0.663  -0.42
C  -1.352  -0.832  -0.065  0.19
O  -1.027  -1.913  0.364  -0.54
H  1.991  -0.894  -0.640  0.26
H  2.118  0.240  0.642  0.22
H  -0.303  2.200  0.609  0.41
H  -1.798  -0.679  -1.066  0.41

Version C
# C3H4N2O

One molecule with the formula C3H4N2O (ωB97M-V with the def2-TZVPD basis set, the Open Molecules 2025 dataset).

Properties
- HOMO (spin up / spin down) (eV) = -7.797 / -7.797
- frontier orbital gap (spin up / spin down) (hartree) = 0.2762 / 0.2761
- spin multiplicity = 1
- net charge = 0

Each line ends with the Mulliken charge.
Atoms and positions in Å:
C  -0.911  -0.134  0.068  -0.04
C  0.136  -1.001  -0.053  -0.11
C  1.309  1.689  -0.080  -0.25
O  -2.206  -0.508  -0.109  -0.46
N  1.446  -0.643  -0.033  -0.56
N  1.674  0.574  0.218  0.22
H  -2.249  -1.360  -0.561  0.29
H  -0.871  0.778  0.646  0.31
H  -0.020  -2.031  -0.349  0.34
H  1.693  2.636  0.253  0.26

Version D
# C3H4N2O

One molecule with the formula C3H4N2O (ωB97M-V with the def2-TZVPD basis set, the Open Molecules 2025 dataset).

Properties
- HOMO (eV) = -9.032
- frontier orbital gap (hartree) = 0.3701
- spin multiplicity = 1
- net charge = 0

Each line ends with the Mulliken charge.
Atoms and positions in Å:
O  2.167  0.159  -0.550  -0.50
C  0.860  -0.013  -0.326  0.59
C  -0.047  1.029  0.006  -0.44
C  -1.239  0.392  -0.114  -0.36
N  -1.040  -0.959  -0.282  0.03
N  0.298  -1.176  -0.496  -0.67
H  2.456  -0.715  -0.846  0.38
H  0.129  2.089  0.089  0.36
H  -2.163  0.794  -0.470  0.34
H  -1.420  -1.608  0.412  0.28

Q: Which of them is the most stable? A: version D.

Version A
# C4H12NP

A 2-piece molecular cluster, C4H12NP overall (ωB97M-V with the def2-TZVPD basis set, the Open Molecules 2025 dataset).

Properties
- HOMO (spin up / spin down) (eV) = -8.261 / -7.042
- frontier orbital gap (spin up / spin down) (hartree) = 0.3025 / 0.2687
- spin multiplicity = 1
- net charge = 0

Each line ends with the Mulliken charge.
Atoms and positions in Å:
C  1.238  0.016  -2.358  -0.77
C  1.183  0.600  1.619  -1.08
C  -1.571  -2.129  0.988  -0.95
C  -1.148  1.433  -0.007  -1.00
N  1.462  -0.031  -0.955  -0.38
P  0.370  0.105  0.133  0.50
H  0.847  -1.058  -2.737  0.23
H  2.156  0.331  -2.788  0.28
H  0.359  0.487  -2.726  0.28
H  0.524  0.663  2.522  0.35
H  2.140  0.125  1.579  0.37
H  1.192  1.677  1.495  0.36
H  -0.898  -2.055  1.840  0.30
H  -2.622  -1.920  1.124  0.30
H  -1.177  -3.067  0.463  0.26
H  -1.986  0.810  -0.011  0.30
H  -1.062  2.028  0.875  0.36
H  -1.007  1.986  -1.055  0.29

Version B
# C4H12NP

A 2-piece molecular cluster, C4H12NP overall (ωB97M-V with the def2-TZVPD basis set, the Open Molecules 2025 dataset).

Properties
- HOMO (eV) = -8.271
- frontier orbital gap (hartree) = 0.3338
- spin multiplicity = 1
- net charge = 0

Each line ends with the Mulliken charge.
Atoms and positions in Å:
C  2.030  -0.437  0.251  -1.08
C  -0.218  2.078  0.287  -1.20
C  -2.090  -1.484  0.423  -0.86
C  1.015  -0.042  -0.779  -0.58
N  -0.537  0.674  0.363  -0.18
P  -2.083  0.258  -0.259  -0.03
H  2.825  0.263  0.382  0.36
H  1.706  -0.584  1.302  0.28
H  2.393  -1.318  -0.176  0.37
H  0.237  2.510  -0.551  0.36
H  -1.006  2.637  0.662  0.45
H  0.528  2.112  1.004  0.42
H  -2.188  -1.361  1.442  0.30
H  -1.160  -1.893  -0.016  0.23
H  -3.084  -1.999  0.159  0.32
H  1.113  0.758  -1.348  0.52
H  0.385  -0.872  -1.312  0.34
H  -1.851  -0.223  -1.689  -0.01

Q: Which of them is the most stable? A: version B.

Version A
# C4H4FN

One molecule with the formula C4H4FN (ωB97M-V with the def2-TZVPD basis set, the Open Molecules 2025 dataset).

Properties
- HOMO (eV) = -10.539
- frontier orbital gap (hartree) = 0.4088
- spin multiplicity = 1
- net charge = 0

Each line ends with the Mulliken charge.
Atoms and positions in Å:
C  0.643  0.229  -1.604  -0.77
C  0.406  0.445  -0.275  0.48
F  0.373  1.572  0.548  -0.22
C  0.015  -0.699  0.689  -0.37
C  -0.963  0.201  1.686  0.27
N  -1.894  0.741  2.150  -0.43
H  0.829  1.047  -2.313  0.30
H  0.314  -0.729  -2.239  0.22
H  0.868  -1.266  1.148  0.26
H  -0.591  -1.542  0.209  0.26

Version B
# C4H4FN

One molecule with the formula C4H4FN (ωB97M-V with the def2-TZVPD basis set, the Open Molecules 2025 dataset).

Properties
- HOMO (eV) = -8.882
- frontier orbital gap (hartree) = 0.3576
- spin multiplicity = 1
- net charge = 0

Each line ends with the Mulliken charge.
Atoms and positions in Å:
F  1.613  0.004  1.305  -0.25
C  0.613  0.221  0.394  0.24
C  0.700  -0.087  -0.883  -0.24
C  -0.685  -0.151  -1.492  -0.42
C  -1.570  -0.118  -0.425  -0.25
N  -0.811  0.323  0.740  -0.34
H  1.703  -0.478  -1.419  0.26
H  -1.167  -0.547  -2.386  0.33
H  -2.675  -0.164  -0.424  0.35
H  -1.050  -0.295  1.739  0.32

Version C
# C4H4FN

One molecule with the formula C4H4FN (ωB97M-V with the def2-TZVPD basis set, the Open Molecules 2025 dataset).

Properties
- HOMO (eV) = -8.154
- frontier orbital gap (hartree) = 0.3366
- spin multiplicity = 1
- net charge = 0

Each line ends with the Mulliken charge.
Atoms and positions in Å:
F  0.181  0.011  2.413  -0.28
C  0.149  -0.049  1.133  0.18
C  1.087  -0.466  0.204  -0.43
C  0.523  -0.162  -1.095  -0.25
C  -0.771  0.335  -0.879  -0.60
N  -0.927  0.374  0.506  0.01
H  2.040  -1.030  0.207  0.33
H  1.008  -0.332  -2.007  0.43
H  -1.542  0.676  -1.526  0.39
H  -1.749  0.641  1.045  0.23

Q: Which of them is the most stable? A: version C.

Version A
# C5H9N4O

A 2-piece molecular cluster, C5H9N4O overall (ωB97M-V with the def2-TZVPD basis set, the Open Molecules 2025 dataset).

Properties
- HOMO (spin up / spin down) (eV) = -13.409 / -13.401
- frontier orbital gap (spin up / spin down) (hartree) = 0.2856 / 0.2854
- spin multiplicity = 1
- net charge = +1

Each line ends with the Mulliken charge.
Atoms and positions in Å:
C  1.439  -1.406  1.172  -0.36
C  0.124  0.072  0.057  0.65
C  0.694  1.449  0.392  0.13
C  -1.981  0.723  -0.902  -0.79
C  -1.558  -1.614  -0.062  -0.82
N  2.481  -1.508  0.480  0.66
N  3.422  -1.738  -0.091  -0.49
N  1.721  1.939  -0.335  -0.42
N  -1.030  -0.253  -0.268  0.02
O  0.110  1.958  1.300  -0.47
H  1.566  -0.947  2.180  0.30
H  -3.017  0.547  -0.488  0.31
H  -1.546  1.714  -0.672  0.31
H  -2.146  0.536  -1.959  0.34
H  -2.491  -1.572  0.373  0.38
H  -1.541  -2.128  -1.036  0.34
H  -0.829  -2.050  0.658  0.32
H  2.399  1.562  -1.040  0.28
H  2.181  2.717  0.240  0.31

Version B
# C5H9N4O

An isolated ion of composition C5H9N4O and charge +1 (ωB97M-V with the def2-TZVPD basis set, the Open Molecules 2025 dataset).

Properties
- HOMO (eV) = -12.764
- frontier orbital gap (hartree) = 0.3275
- spin multiplicity = 1
- net charge = +1

Each line ends with the Mulliken charge.
Atoms and positions in Å:
H  -2.428  -1.133  -0.706  0.26
N  -1.959  -1.687  -1.348  -0.56
C  -0.863  -2.150  -0.881  0.10
C  -0.264  -1.970  0.490  -0.33
N  -0.694  -0.514  1.005  -0.22
C  0.415  0.472  1.077  -1.32
C  0.727  1.295  0.061  0.93
C  1.817  2.359  0.202  -0.31
N  1.683  3.143  -0.816  -0.25
O  0.731  2.799  -1.641  -0.09
N  0.052  1.750  -1.059  -0.09
H  -0.150  -2.849  -1.452  0.31
H  -0.588  -2.754  1.130  0.40
H  0.826  -2.013  0.409  0.31
H  -1.460  -0.257  0.409  0.31
H  -1.155  -0.567  2.033  0.41
H  0.937  0.615  1.892  0.48
H  2.629  2.392  0.895  0.39
H  -0.257  1.069  -1.699  0.28

Q: Which of them is the most stable? A: version A.